No. 1
# C5H8N2

C5H8N2 in the gas phase in a non-equilibrium geometry (ωB97M-V/def2-TZVPD, the OMol25 dataset).

Geometry as XYZ:
```
15
Properties=species:S:1:pos:R:3:forces:R:3:lowdin_charge:R:1
C -1.6165 -0.9803 -0.0095 -0.1 0.0 0.0 -0.06
C -0.9526 0.2759 -0.5193 -0.1 -0.2 -0.1 -0.31
C -0.5454 1.3791 0.4452 0.0 0.3 0.2 -0.09
N 0.3716 0.4734 -0.1039 0.0 0.0 0.0 -0.14
C 1.7261 0.1929 -0.3794 0.1 0.0 0.0 -0.17
C 2.2084 -0.8878 0.5234 0.3 -0.8 0.6 -0.19
N 2.4852 -1.7399 1.2551 -0.2 0.8 -0.7 0.13
H -1.4483 -1.0576 1.0696 0.0 -0.1 -0.2 0.08
H -1.1620 -1.8514 -0.4926 -0.1 0.0 0.1 0.08
H -2.6906 -1.0068 -0.2020 0.0 0.1 0.0 0.07
H -1.2372 0.6066 -1.5269 0.1 -0.1 0.2 0.13
H -0.5681 2.4098 0.0828 0.0 -0.1 0.0 0.10
H -0.7854 1.2508 1.5030 -0.1 0.1 -0.1 0.11
H 1.8615 -0.1457 -1.4153 0.0 0.1 0.2 0.13
H 2.3533 1.0808 -0.2302 -0.1 -0.2 0.0 0.13
```
Positions in Å, forces in eV/Å.

Output
Total energy (a.u.): -304.7462
Total charge: 0
ΔE to the lowest compared entry with this formula, charge and spin (kJ/mol): 234.4
HOMO level (hartree): -0.327
SMILES: C[C@H]1CN1CC#N



No. 2
# C5H8N2

2 unconnected molecules or ions with the total composition C5H8N2 in a non-equilibrium geometry (ωB97M-V/def2-TZVPD, the OMol25 dataset).

Geometry as XYZ:
```
15
Properties=species:S:1:pos:R:3:forces:R:3:lowdin_charge:R:1
C -1.5758 -0.4632 0.3391 -0.2 0.0 0.0 -0.08
C 0.0842 -0.1215 -1.2908 0.1 -0.1 -0.1 -0.06
C 0.9110 1.0256 -0.8590 0.1 0.2 0.0 -0.21
C 0.3736 1.9457 0.1432 -0.3 0.6 0.7 -0.18
N -0.0059 2.7147 0.9196 0.4 -0.7 -0.7 0.16
N 1.1308 -0.3768 -0.5128 -0.2 -0.1 0.0 -0.14
C 1.0915 -0.9557 0.7419 0.3 -0.1 0.0 -0.05
H -1.9549 -0.5433 1.3683 0.1 0.0 -0.1 0.04
H -1.9827 0.4669 -0.0618 0.1 -0.2 0.1 0.02
H -1.9651 -1.3142 -0.2251 0.1 0.1 0.1 0.03
H -0.3056 -0.5327 -2.2117 0.0 0.1 0.1 0.12
H 1.6995 1.4747 -1.4634 -0.1 -0.1 0.1 0.14
H -0.3347 -0.6500 0.7873 -0.1 0.1 0.0 0.05
H 1.7906 -0.5273 1.4602 -0.1 -0.1 -0.1 0.08
H 1.0922 -2.0464 0.7084 0.0 0.2 0.0 0.08
```
Positions in Å, forces in eV/Å.

Output
Total energy (a.u.): -304.6064
Total charge: 0
ΔE to the lowest compared entry with this formula, charge and spin (kJ/mol): 601.4
HOMO level (hartree): -0.307



No. 3
# C5H8N2

C5H8N2 in the gas phase in a non-equilibrium geometry (ωB97M-V/def2-TZVPD, the OMol25 dataset).

Geometry as XYZ:
```
15
Properties=species:S:1:pos:R:3:forces:R:3:lowdin_charge:R:1
C -0.7535 -1.7267 0.8424 0.1 -0.4 0.1 -0.12
N -1.1771 -0.7516 -0.1159 0.2 0.6 0.4 0.01
C -0.3655 0.1369 -0.5035 -0.2 0.1 0.2 -0.38
C -0.9369 1.5205 -0.5341 0.0 0.2 -0.2 -0.04
C 1.1487 -0.0399 -0.7044 -0.1 0.0 0.0 -0.12
C 1.9713 0.6284 0.3076 0.5 0.5 0.7 -0.23
N 2.6055 1.1630 1.1145 -0.7 -0.5 -0.8 0.14
H -1.1675 -1.2732 1.7531 0.2 -0.6 0.2 0.09
H 0.3307 -1.8203 0.9946 -0.1 -0.2 -0.2 0.07
H -1.2353 -2.6878 0.6886 0.1 -0.1 0.0 0.07
H -0.4116 2.0501 0.2763 -0.1 0.1 -0.3 0.09
H -0.8468 2.0874 -1.4589 0.1 0.1 0.0 0.08
H -1.9787 1.4104 -0.2221 0.2 0.3 -0.3 0.08
H 1.3870 0.4011 -1.6811 0.0 0.0 0.2 0.13
H 1.4297 -1.0983 -0.7572 -0.1 0.2 0.1 0.12
```
Positions in Å, forces in eV/Å.

Output
Total energy (a.u.): -304.7758
Total charge: 0
ΔE to the lowest compared entry with this formula, charge and spin (kJ/mol): 156.7
HOMO level (hartree): -0.342
SMILES: C/N=C(/C)CC#N



No. 4
# C5H8N2

C5H8N2 in the gas phase in a non-equilibrium geometry (ωB97M-V/def2-TZVPD, the OMol25 dataset).

Geometry as XYZ:
```
15
Properties=species:S:1:pos:R:3:forces:R:3:lowdin_charge:R:1
N -0.4956 -0.2903 -2.3292 3.7 1.1 -1.1 -0.06
N -0.2508 -1.1074 -1.1726 0.5 -2.9 -4.0 -0.01
C 0.0815 -0.4428 -0.1968 -0.7 -1.1 2.2 -0.39
C 0.3165 -0.9866 1.2401 0.4 -0.4 -0.4 -0.09
C 0.4944 0.3637 1.9496 1.1 -1.3 2.9 -0.11
C 0.0523 1.3384 1.2268 -1.1 -0.5 -2.6 -0.09
C -0.2513 0.9417 -0.2424 -0.8 3.8 4.0 -0.19
H 0.0356 0.6661 -1.9814 -1.6 -2.8 -2.6 0.09
H 0.1323 -0.6877 -3.2368 -2.2 1.1 3.5 0.15
H 1.2876 -1.4790 1.2474 0.0 -0.4 0.0 0.09
H -0.4553 -1.8139 1.5670 1.2 2.1 -0.4 0.15
H 1.0982 0.6401 2.9142 -1.6 -1.3 -1.6 0.14
H 0.0224 2.3204 1.4980 0.2 2.6 0.8 0.07
H -1.2661 1.0974 -0.6071 -0.5 -0.2 0.4 0.13
H 0.2102 1.7546 -0.7523 1.4 0.2 -1.0 0.11
```
Positions in Å, forces in eV/Å.

Output
Total energy (a.u.): -304.6782
Total charge: 0
ΔE to the lowest compared entry with this formula, charge and spin (kJ/mol): 413.1
HOMO level (hartree): -0.336
SMILES: NN=C1CC=CC1



No. 5
# C5H8N2

2 unconnected molecules or ions with the total composition C5H8N2 in a non-equilibrium geometry (ωB97M-V/def2-TZVPD, the OMol25 dataset).

Geometry as XYZ:
```
15
Properties=species:S:1:pos:R:3:forces:R:3:lowdin_charge:R:1
H 0.7707 0.7610 -2.1816 0.2 -0.9 0.5 0.07
N 0.1152 0.4247 -1.4626 -0.4 1.1 0.1 0.12
C 0.5135 -0.1191 -0.3943 -2.0 -0.2 -1.1 -0.26
C 1.8116 -0.6555 -0.0692 1.4 0.0 1.9 -0.29
C 1.9946 -1.0626 1.2043 -1.0 0.8 0.8 0.10
C 2.9953 -0.4233 -0.8933 0.0 0.6 -0.1 -0.18
N 3.9326 -0.0396 -1.4518 -0.8 -0.6 0.3 0.16
H -0.2942 -0.2796 0.3812 1.0 -0.1 -0.7 0.12
H 1.1813 -1.0314 2.0079 1.0 -0.2 -1.6 0.11
H 2.9769 -1.1892 1.6004 0.6 -0.6 0.0 0.07
C -3.1737 0.7897 0.2571 -1.8 0.0 0.0 -0.05
H -3.1437 -0.2536 0.2152 0.1 -2.0 0.2 -0.02
H -3.3883 1.0315 1.2983 0.3 0.4 -0.2 0.02
H -4.0681 0.9828 -0.3821 1.0 0.6 0.4 0.04
H -2.2238 1.0642 -0.1298 0.5 1.0 -0.3 -0.02
```
Positions in Å, forces in eV/Å.

Output
Total energy (a.u.): -304.7487
Total charge: 0
ΔE to the lowest compared entry with this formula, charge and spin (kJ/mol): 227.9
HOMO level (hartree): -0.377
SMILES: [H]/N=C\C(=C)C#N.C



No. 6
# C5H8N2

C5H8N2 in the gas phase (ωB97M-V/def2-TZVPD, the OMol25 dataset).

Geometry as XYZ:
```
15
Properties=species:S:1:pos:R:3:forces:R:3:lowdin_charge:R:1
C 0.7034 1.7062 -0.5098 0.1 0.1 -0.1 -0.03
N 0.3108 0.4691 0.1344 -0.1 -0.1 0.0 -0.12
C 0.0558 0.4040 1.4860 0.0 0.0 0.1 -0.12
C -0.6327 -0.7454 1.7505 0.0 0.0 0.0 -0.11
C -0.7831 -1.4370 0.5139 0.0 0.0 0.0 -0.06
C -0.1912 -0.6672 -0.4591 0.0 0.1 0.2 -0.36
N -0.1001 -0.8568 -1.8563 0.0 -0.1 0.0 0.09
H 0.2557 1.7633 -1.5040 0.1 -0.1 0.1 0.08
H 0.3165 2.5311 0.0961 0.1 -0.1 -0.2 0.09
H 1.7903 1.8182 -0.5894 -0.1 -0.1 0.0 0.09
H 0.4066 1.1969 2.1326 -0.2 -0.1 -0.1 0.11
H -0.9943 -1.0537 2.7218 0.1 0.0 -0.1 0.09
H -1.2644 -2.3935 0.3530 0.1 0.1 0.0 0.09
H 0.8401 -1.1162 -2.1435 -0.1 0.1 0.1 0.09
H -0.7135 -1.6190 -2.1262 0.0 0.2 0.0 0.08
```
Positions in Å, forces in eV/Å.

Output
Total energy (a.u.): -304.8206
Total charge: 0
ΔE to the lowest compared entry with this formula, charge and spin (kJ/mol): 39.2
HOMO level (hartree): -0.280
SMILES: Cn1cccc1N



No. 7
# C5H8N2

C5H8N2 in the gas phase (ωB97M-V/def2-TZVPD, the OMol25 dataset).

Geometry as XYZ:
```
15
Properties=species:S:1:pos:R:3:forces:R:3:lowdin_charge:R:1
C 1.9795 -0.1544 1.4538 0.0 0.0 0.3 -0.11
N 1.6488 0.9934 0.5716 -0.3 -0.8 -0.4 0.07
C 0.8076 0.5665 -0.2526 0.2 -0.8 0.3 -0.33
C 0.1339 0.4665 -1.4887 -0.2 0.7 -0.6 -0.06
C -1.0466 -0.3010 -1.0352 -0.3 0.2 -0.2 -0.31
C -2.0680 0.1778 -0.0308 0.0 0.1 0.0 -0.05
N 0.2633 -0.7736 -0.5920 0.3 0.2 0.2 0.09
H 1.4577 -1.0167 1.0436 0.2 -0.3 0.7 0.05
H 3.0413 -0.4244 1.4839 -0.1 0.6 -0.1 0.08
H 1.6377 0.0681 2.4630 0.1 0.0 0.1 0.07
H 0.6134 0.4395 -2.4550 -0.2 0.3 -0.2 0.13
H -1.4663 -0.9126 -1.8359 0.1 -0.1 0.2 0.14
H -1.6129 0.8170 0.7318 0.0 0.0 -0.1 0.08
H -2.8638 0.7345 -0.5339 0.1 0.0 0.1 0.08
H -2.5256 -0.6807 0.4765 0.1 0.1 -0.1 0.08
```
Positions in Å, forces in eV/Å.

Output
Total energy (a.u.): -304.7056
Total charge: 0
ΔE to the lowest compared entry with this formula, charge and spin (kJ/mol): 340.9
HOMO level (hartree): -0.349
SMILES: C/N=C1/[C@@H]2[C@H](C)N12



No. 8
# C5H8N2

C5H8N2 in the gas phase (ωB97M-V/def2-TZVPD, the OMol25 dataset).

Geometry as XYZ:
```
15
Properties=species:S:1:pos:R:3:forces:R:3:lowdin_charge:R:1
C -1.1271 -2.0213 -0.8470 0.0 -0.1 -0.1 -0.07
C -0.2060 -0.9337 -0.4075 0.0 0.0 0.0 -0.28
C 1.1345 -1.0080 0.0330 0.0 -0.2 0.1 -0.12
N 1.5752 0.1598 0.4810 -0.2 -0.2 0.1 0.07
N 0.5384 0.9851 0.3349 0.0 0.0 -0.1 -0.24
C 0.5936 2.3199 0.8501 0.0 0.3 0.2 -0.03
C -0.5375 0.3868 -0.2165 0.0 -0.1 0.1 -0.05
H -0.7367 -2.5558 -1.7162 -0.1 0.0 0.1 0.07
H -2.1057 -1.6049 -1.1063 0.1 -0.1 0.0 0.07
H -1.2805 -2.7433 -0.0369 0.0 0.0 -0.2 0.08
H 1.7886 -1.8683 0.0902 -0.1 0.1 -0.1 0.10
H 0.9982 2.9973 0.0994 0.0 0.2 0.1 0.09
H 1.2168 2.3199 1.7454 0.0 0.1 -0.2 0.09
H -0.4176 2.6156 1.1415 0.2 0.1 -0.1 0.09
H -1.4341 0.9509 -0.4452 0.1 -0.2 0.2 0.13
```
Positions in Å, forces in eV/Å.

Output
Total energy (a.u.): -304.8129
Total charge: 0
ΔE to the lowest compared entry with this formula, charge and spin (kJ/mol): 59.2
HOMO level (hartree): -0.324
SMILES: Cc1cnn(C)c1



No. 9
# C5H8N2

A molecular structure, C5H8N2 in a non-equilibrium geometry (ωB97M-V/def2-TZVPD, the OMol25 dataset).

Geometry as XYZ:
```
15
Properties=species:S:1:pos:R:3:forces:R:3:lowdin_charge:R:1
N 0.3824 1.1340 0.5122 1.4 0.5 -1.1 0.00
C -0.9176 -0.3377 0.6827 -1.1 -1.8 -0.2 -0.25
C -2.1758 0.2780 0.9997 -1.2 0.1 0.1 -0.22
N -3.2166 0.7152 1.2550 0.9 -0.1 -0.2 0.14
C -0.6893 -0.8927 -0.5425 -0.4 -0.3 0.1 -0.18
C 0.7592 -1.1384 -0.7765 -0.4 0.3 0.3 -0.19
C 1.3274 0.3251 -0.4733 -0.6 1.3 1.2 -0.12
H 0.5492 1.4684 1.4720 1.1 -0.5 -1.0 0.11
H -0.2018 1.8234 0.0548 0.3 -0.1 -0.2 0.09
H -0.3816 -0.6878 1.5657 -0.1 -0.1 -0.2 0.13
H -1.2475 -0.4908 -1.3871 -0.2 -0.3 0.1 0.10
H 1.2109 -1.8992 -0.1192 -0.2 0.4 0.0 0.10
H 0.9503 -1.4873 -1.8090 0.1 0.6 0.5 0.11
H 1.3478 0.8565 -1.4344 0.1 0.1 0.6 0.10
H 2.3029 0.3332 0.0001 0.2 0.0 -0.2 0.09
```
Positions in Å, forces in eV/Å.

Output
Total energy (a.u.): -304.7149
Total charge: 0
ΔE to the lowest compared entry with this formula, charge and spin (kJ/mol): 316.6
HOMO level (hartree): -0.285



No. 10
# C5H8N2

C5H8N2 in the gas phase (ωB97M-V/def2-TZVPD, the OMol25 dataset).

Geometry as XYZ:
```
15
Properties=species:S:1:pos:R:3:forces:R:3:lowdin_charge:R:1
C -0.7141 -0.8273 -0.7449 0.3 -0.1 -0.2 -0.02
C 0.3257 -0.0112 -0.0850 -0.2 0.1 0.1 -0.54
C -0.1242 1.4395 0.2117 0.1 0.0 0.0 -0.12
C -1.5736 1.3788 0.5594 -0.2 -0.5 -0.2 -0.13
N -2.2139 0.4059 0.2213 0.1 0.4 0.2 0.14
C 1.3100 -0.6322 0.8311 0.0 -0.1 0.3 -0.13
N 1.7547 -0.0597 -0.4419 0.1 -0.1 -0.3 0.05
H -0.8644 -0.6284 -1.8087 0.0 0.0 0.1 0.07
H -0.7114 -1.8935 -0.5096 0.0 0.2 0.0 0.06
H -2.4931 -0.5308 -0.0570 0.0 0.1 0.0 0.10
H -0.0390 2.0581 -0.6917 0.0 -0.1 0.1 0.12
H 0.4922 1.9154 0.9797 -0.1 -0.1 -0.1 0.11
H 1.2918 -1.7157 0.9382 0.0 0.2 -0.1 0.11
H 1.6502 -0.0961 1.7156 -0.1 -0.1 -0.2 0.10
H 1.9091 -0.8026 -1.1184 0.0 0.1 0.1 0.09
```
Positions in Å, forces in eV/Å.

Output
Total energy (a.u.): -304.6261
Total charge: 0
ΔE to the lowest compared entry with this formula, charge and spin (kJ/mol): 549.7
HOMO level (alpha / beta) (hartree): -0.272 / -0.277



No. 11
# C5H8N2

C5H8N2 in the gas phase (ωB97M-V/def2-TZVPD, the OMol25 dataset).

Geometry as XYZ:
```
15
Properties=species:S:1:pos:R:3:forces:R:3:lowdin_charge:R:1
C 2.3901 -0.5792 -0.1051 0.1 0.0 0.0 -0.06
C 1.0699 0.1339 0.0545 0.0 0.1 0.1 -0.46
C -0.1269 -0.6153 -0.3174 0.0 0.0 0.1 -0.05
C -1.2619 -0.0141 0.0728 0.0 0.1 0.1 -0.37
N -2.7012 -0.1828 -0.0990 -0.3 -0.3 -0.1 0.08
C -1.9169 1.0036 0.6840 0.0 -0.1 -0.2 0.03
N 0.9334 1.3177 0.5372 0.3 -0.2 -0.1 0.12
H 2.4710 -1.3781 0.6422 0.0 0.1 -0.1 0.08
H 2.4654 -1.0418 -1.0958 0.0 0.1 0.1 0.08
H 3.2264 0.1141 0.0271 -0.1 -0.1 0.0 0.07
H -0.0873 -1.5808 -0.8088 0.0 0.2 0.1 0.10
H -3.0448 -0.1669 -1.0576 0.1 0.1 0.2 0.14
H -3.1965 -0.8322 0.5011 0.1 0.2 -0.1 0.13
H -1.9762 1.9932 0.2383 -0.2 -0.2 0.1 0.07
H 1.8418 1.6999 0.7987 0.0 0.0 0.0 0.04
```
Positions in Å, forces in eV/Å.

Output
Total energy (a.u.): -304.6829
Total charge: 0
ΔE to the lowest compared entry with this formula, charge and spin (kJ/mol): 400.6
HOMO level (hartree): -0.271



No. 12
# C5H8N2

C5H8N2 in the gas phase (ωB97M-V/def2-TZVPD, the OMol25 dataset).

Geometry as XYZ:
```
15
Properties=species:S:1:pos:R:3:forces:R:3:lowdin_charge:R:1
C 2.7206 0.9716 -1.0912 0.1 0.0 0.0 -0.10
C 0.3666 0.6464 -0.4332 0.0 0.0 -0.1 -0.04
C -0.7374 0.0040 -0.7112 0.1 0.3 -0.1 -0.16
N -1.3985 -0.8952 0.1621 -0.1 0.1 0.2 -0.07
C -1.6978 -0.5374 1.4303 -0.2 -0.5 -0.3 -0.19
N -2.4970 -1.4372 2.0203 0.0 0.1 0.1 0.01
C 1.4684 1.3380 -0.3278 -0.3 -0.1 -0.1 -0.15
H 3.4354 1.7971 -1.0773 0.0 -0.1 0.0 0.07
H 3.2111 0.0767 -0.6979 0.0 0.1 0.0 0.07
H 2.4529 0.7735 -2.1331 0.1 0.0 0.1 0.07
H -1.2582 0.2297 -1.6422 0.0 0.0 0.2 0.11
H -1.8239 -1.7075 -0.2891 0.0 0.1 0.1 0.13
H -2.8284 -1.2401 2.9494 0.1 -0.1 -0.1 0.07
H -2.8778 -2.2716 1.5748 0.1 0.1 0.0 0.09
H 1.4639 2.2519 0.2660 0.0 -0.1 -0.1 0.10
```
Positions in Å, forces in eV/Å.

Output
Total energy (a.u.): -304.7176
Total charge: 0
ΔE to the lowest compared entry with this formula, charge and spin (kJ/mol): 309.5
HOMO level (hartree): -0.307